Here is a molecular structure, C26H29BFeO5S2 in a non-equilibrium geometry from the OMol25 dataset. Energies are from ωB97M-V/def2-TZVPD.

```
! wB97M-V def2-TZVPD RIJCOSX def2/J DEFGRID3
* xyz 2 5
Fe -2.80 -4.47 1.39
S -1.68 2.63 -1.67
S 2.56 2.89 -0.34
O -4.94 -6.06 2.47
O 0.41 -0.27 -0.24
O 0.96 1.22 -1.95
O -4.64 -5.22 -0.77
O -1.29 -6.82 0.66
C 1.75 1.64 0.60
C -2.34 4.02 -0.87
C -3.25 4.99 -1.53
C -0.66 -1.51 -1.96
C 3.88 3.02 0.76
C 1.27 -0.27 -3.82
C -4.07 -5.32 2.23
C 1.49 -0.07 -2.33
C -1.81 4.13 0.41
C -2.84 -0.77 1.83
C -2.89 -2.06 2.35
C -1.68 -5.77 1.00
C -0.40 -0.10 1.84
C -0.82 3.14 0.70
C 4.99 3.94 0.43
C -3.85 -4.80 -0.02
C -0.62 2.24 -0.33
C 0.16 -1.32 2.26
C -1.79 -2.93 2.54
C 1.44 -2.33 -0.94
C -0.42 -2.57 2.42
C 2.53 1.32 1.69
C 0.68 -1.08 -1.38
C 2.97 -0.06 -1.99
C -1.75 0.04 1.54
C 3.71 2.15 1.83
B 0.50 1.10 -0.59
H 3.44 -0.99 -2.33
H -2.00 0.97 1.02
H 4.42 2.09 2.65
H -3.83 -0.34 1.59
H 2.29 0.57 2.44
H 3.12 0.06 -0.91
H 1.82 0.48 -4.39
H -3.93 4.46 -2.21
H 1.61 -1.27 -4.11
H -2.00 -3.94 3.01
H 0.28 -3.42 2.53
H 0.21 0.79 1.86
H -3.82 5.53 -0.77
H -3.89 -2.44 2.66
H -2.11 4.92 1.10
H 0.21 -0.18 -4.07
H -0.28 3.10 1.64
H 2.37 -2.08 -0.44
H -0.48 -2.23 -2.77
H -2.68 5.72 -2.11
H 5.58 4.17 1.32
H 4.58 4.86 0.01
H 3.46 0.79 -2.49
H 1.25 -1.28 2.43
H -1.25 -2.01 -1.17
H 0.82 -2.89 -0.23
H -1.24 -0.66 -2.32
H 1.64 -2.97 -1.81
H 5.64 3.49 -0.33
*
```

## Properties
relative energy (zero: lowest compared OMol25 entry of this formula, charge and spin): 0.05 kcal/mol
<S²>: 6.066
calculated total energy: -94383.9997 eV

Results of the Löwdin charge analysis, in e, for atoms 1 through 4: atom 1 (Fe): 0.140, atom 2 (S): 1.200, atom 3 (S): 1.188, atom 4 (O): 0.153